1.
{"formula": "C6H9F7N2O3P", "method": "ωB97M-V with the def2-TZVPD basis set", "species": ["N", "P", "N", "C", "F", "F", "C", "F", "F", "C", "F", "F", "F", "H", "H", "H", "C", "O", "C", "O", "O", "C", "H", "H", "H", "H", "H", "H"], "positions_angstrom": [[5.765, -0.993, 0.054], [4.889, -1.550, -1.150], [3.340, -1.026, -1.325], [2.800, -0.421, -0.250], [3.271, 0.871, -0.087], [2.880, -1.104, 0.943], [1.283, -0.233, -0.557], [1.184, 0.347, -1.727], [0.741, 0.678, 0.333], [0.453, -1.598, -0.506], [1.147, -2.654, -0.571], [-0.345, -1.623, -1.615], [-0.282, -1.564, 0.614], [6.031, -1.806, 0.607], [4.810, -2.976, -1.150], [5.507, -1.209, -2.383], [-1.942, 0.341, -0.478], [-3.034, 1.280, -0.449], [-3.623, 1.407, 0.731], [-3.336, 0.822, 1.744], [-4.613, 2.309, 0.608], [-5.336, 2.544, 1.812], [-1.548, 0.330, -1.488], [-1.150, 0.629, 0.194], [-2.294, -0.657, -0.232], [-4.679, 2.940, 2.586], [-5.820, 1.631, 2.157], [-6.100, 3.284, 1.586]], "e_tot_ev": -43803.025, "charge": -1, "homo_energy_ev": -4.393, "homo_lumo_gap_ha": 0.2576}

=====

2.
{"formula": "C6H9FN2O3", "method": "ωB97M-V with the def2-TZVPD basis set", "species": ["C", "C", "C", "C", "C", "C", "N", "N", "O", "O", "O", "F", "H", "H", "H", "H", "H", "H", "H", "H", "H"], "positions_angstrom": [[1.067, 1.185, 0.453], [-1.014, -1.696, 0.939], [2.094, 0.467, -0.421], [0.434, -1.063, -0.971], [-0.509, -0.502, 0.059], [-2.385, -0.220, -0.956], [-0.087, 0.685, 0.702], [1.501, 2.307, 0.943], [-1.551, -1.279, 2.147], [-0.966, -2.822, 0.612], [1.739, -0.874, -0.482], [-2.185, 0.375, -2.105], [1.939, 0.936, -1.408], [3.097, 0.672, -0.069], [0.270, -2.137, -1.112], [0.395, -0.458, -1.874], [-3.018, 0.358, -0.326], [-2.532, -1.296, -1.027], [-1.527, -0.304, 2.262], [2.398, 2.744, 1.092], [0.840, 2.922, 1.543]], "e_tot_ev": -18205.550, "charge": 0, "e_above_lowest_kj_mol": 51.1, "homo_energy_ev": -8.288, "homo_lumo_gap_ha": 0.3246}

=====

3.
{"formula": "C6H9FNS2", "method": "ωB97M-V with the def2-TZVPD basis set", "species": ["C", "C", "C", "C", "C", "C", "N", "F", "S", "S", "H", "H", "H", "H", "H", "H", "H", "H", "H"], "positions_angstrom": [[-2.058, -0.233, -0.897], [-1.911, 1.049, -0.300], [-1.104, -0.526, -1.806], [-0.828, 1.701, -0.775], [0.617, -1.420, 1.451], [1.084, -0.040, 1.222], [2.063, 0.121, 0.108], [-0.380, 2.905, -0.462], [0.001, 0.797, -2.037], [0.705, 1.278, 2.060], [-2.857, -0.909, -0.641], [-2.577, 1.456, 0.435], [-0.983, -1.408, -2.404], [0.602, -1.620, 2.524], [-0.413, -1.538, 1.109], [1.233, -2.164, 0.955], [2.627, 0.970, 0.267], [2.675, -0.698, -0.013], [1.504, 0.280, -0.796]], "e_tot_ev": -32237.958, "charge": 1, "e_above_lowest_kj_mol": 0.0, "homo_energy_ev": -12.855, "homo_lumo_gap_ha": 0.2944}

=====

4.
{"formula": "C6H9I", "method": "ωB97M-V with the def2-TZVPD basis set", "species": ["C", "C", "C", "C", "C", "C", "I", "H", "H", "H", "H", "H", "H", "H", "H", "H"], "positions_angstrom": [[-0.592, -0.869, 0.047], [-1.222, -1.896, -0.515], [2.185, 2.549, 0.082], [1.778, 2.086, -1.237], [1.448, 1.251, 0.010], [-2.173, -3.069, -0.298], [2.651, -0.580, 0.198], [0.611, 1.359, 0.682], [-0.868, -1.314, -1.507], [3.176, 2.461, 0.366], [1.600, 3.365, 0.570], [1.107, 2.871, -1.716], [2.378, 1.525, -1.997], [-3.090, -2.882, -0.817], [-1.713, -3.956, -0.703], [-2.306, -3.302, 0.685]], "e_tot_ev": -14462.291, "charge": 0, "e_above_lowest_kj_mol": 457.6, "homo_energy_ev": -8.711, "homo_lumo_gap_ha": 0.3314}